Below is an isolated ion of composition C23H27N2O3 and charge +1 at a distorted geometry, with properties calculated with ωB97M-V with the def2-TZVPD basis set.

Results
**E_tot**: -33404.45781 eV
**Orbital gap**: 7.0 eV
**Total charge**: +1
**E_LUMO**: -3.35 eV
**Energy relative to the best compared isomer or geometry (same formula, charge and spin)**: 1.139 eV
**SMILES string**: COc1ccc(/C=C/[C@H](c2ccc(OC)cc2)N2CC[N+](C(C)=O)=C2C)cc1

Structure (XYZ):
```
55
Properties=species:S:1:pos:R:3:forces:R:3
C 0.03367 2.40479 -7.51539 0.10 0.29 0.38
O 0.02882 3.40517 -6.47031 0.24 -0.50 0.18
C 0.25647 3.02473 -5.18480 -0.16 -0.29 0.46
C 0.12380 4.02202 -4.18899 0.00 -0.40 -0.79
C 0.16982 3.68399 -2.85625 0.06 -0.78 0.49
C 0.35693 2.34036 -2.42934 0.31 0.13 -1.05
C 0.30760 2.00962 -1.00490 0.63 -0.84 0.95
C 0.65247 0.80483 -0.47154 0.28 0.64 -0.12
C 0.61983 0.34766 1.01890 2.33 0.41 -1.13
C 1.35110 -1.00135 1.21295 -0.21 -0.01 -0.59
C 1.96181 -1.29381 2.43239 0.12 0.05 0.22
C 2.51026 -2.53407 2.70163 0.41 -0.37 -0.59
C 2.66497 -3.47054 1.65336 -0.58 0.03 -0.15
O 3.24950 -4.64982 1.99628 -0.26 0.45 -0.43
C 3.34984 -5.71690 1.03782 0.07 0.31 0.26
C 2.16511 -3.14690 0.36703 0.18 -0.21 0.62
C 1.44722 -1.95736 0.19216 0.21 -0.02 0.12
N -0.70099 0.32527 1.58149 -1.54 0.41 2.09
C -1.87771 0.41201 0.73317 -0.26 -0.01 -1.11
C -3.03742 0.22951 1.67812 -0.58 -0.22 0.22
N -2.39198 0.24251 3.00134 0.43 0.01 0.53
C -3.05677 -0.02161 4.22110 0.16 -0.15 1.97
C -4.54273 -0.18499 4.12101 -0.33 0.00 -0.06
O -2.48547 -0.11721 5.30671 -1.05 0.09 -2.07
C -1.04463 0.35034 2.88350 0.12 -0.08 -2.29
C -0.15231 0.53711 4.02709 0.49 -0.03 0.81
C 0.59524 1.36935 -3.43392 -0.17 0.61 0.36
C 0.55508 1.70241 -4.78349 -0.19 0.47 -0.31
H -0.23037 2.95405 -8.42011 0.06 -0.15 0.15
H 1.02889 1.95315 -7.63305 -0.23 0.15 0.07
H -0.71091 1.61788 -7.32799 0.16 0.25 0.05
H -0.05144 5.04163 -4.51242 0.00 -0.06 0.07
H 0.05489 4.46264 -2.10184 -0.04 -0.15 -0.17
H 0.04153 2.85674 -0.35962 -0.30 -0.39 -0.05
H 1.21010 0.13369 -1.14028 -0.69 0.17 0.42
H 1.18621 1.10252 1.58407 -0.06 -0.13 0.04
H 2.04491 -0.51722 3.19143 0.02 -0.31 -0.24
H 2.88195 -2.78998 3.69323 0.06 0.12 -0.30
H 3.71768 -6.54507 1.64033 -0.03 -0.07 -0.26
H 2.38021 -5.97470 0.59342 0.13 0.15 0.16
H 4.07367 -5.47726 0.24958 -0.14 0.00 0.14
H 2.34556 -3.81658 -0.48192 -0.27 0.27 0.43
H 1.00183 -1.76395 -0.78488 0.16 -0.14 0.30
H -1.94142 1.38510 0.21947 0.30 -0.39 0.24
H -1.84586 -0.36273 -0.04158 0.06 0.20 0.14
H -3.75079 1.05464 1.59982 0.07 -0.24 0.04
H -3.54710 -0.72242 1.50117 0.01 0.19 0.17
H -4.95702 -0.01187 3.12393 0.05 -0.06 0.33
H -4.79222 -1.20380 4.44854 0.04 0.29 -0.06
H -4.99864 0.51777 4.83053 0.10 -0.24 -0.15
H -0.74325 0.50931 4.94412 0.30 0.31 -0.31
H 0.56733 -0.27934 4.11421 -0.27 0.16 -0.14
H 0.40753 1.48121 3.94482 -0.14 -0.26 -0.18
H 0.80045 0.33443 -3.15637 -0.14 0.27 -0.13
H 0.71674 0.94305 -5.54571 -0.04 0.09 0.27
```
Forces are in eV/Å.

Atom charges from the Mulliken analysis, given in e for atoms 1 to 6: -0.80, -0.42, 0.76, -0.64, -0.59, 0.63